DFT (ωB97M-V with the def2-TZVPD basis set) results for 2 unconnected molecules or ions with the total composition C6H14N2O at a distorted geometry.

Its energy relative to the best compared isomer or geometry (same formula, charge and spin) is 192.2 kJ/mol. The HOMO-LUMO gap is 9.74 eV. Its total energy is -11475.7780 eV. As for the spin multiplicity: 1. The calculation puts the highest occupied orbital energy at -0.329 Ha.

Geometry (Å):
C1 0.027 -1.454 -1.533
N1 -0.230 -0.038 -1.292
C2 -0.120 0.794 -2.486
C3 -1.315 0.336 -0.415
N2 -1.662 -0.598 0.525
O1 -1.895 1.395 -0.529
H1 0.807 -1.543 -2.288
H2 0.375 -1.928 -0.612
H3 -0.855 -1.991 -1.900
H4 -0.369 1.814 -2.203
H5 -0.804 0.468 -3.268
H6 0.906 0.776 -2.849
H7 -1.054 -1.349 0.796
H8 -2.302 -0.258 1.224
C4 0.849 1.363 0.885
C5 0.803 0.879 2.116
C6 1.122 -0.536 2.495
H9 0.938 0.650 -0.130
H10 0.643 2.410 0.713
H11 0.510 1.515 2.947
H12 1.408 -1.129 1.621
H13 0.266 -1.016 2.977
H14 1.951 -0.561 3.207

Cartesian forces (eV/Å) of the 3 atoms listed first:
-0.22 0.14 0.24
-1.69 -0.29 -0.31
-0.04 0.23 0.48